1.
# C19H42BClN4O9P

A 3-piece molecular cluster, C19H42BClN4O9P overall in a non-equilibrium geometry (wB97M-V/def2-TZVPD, the Open Molecules 2025 dataset).

The total charge is +1.

Geometry as XYZ:
```
77
Properties=species:S:1:pos:R:3:forces:R:3
C 1.996 -1.068 6.509 0.1 0.0 -0.5
C 1.848 -1.995 5.266 0.7 0.1 0.3
B 1.570 -1.231 3.925 -1.0 -1.0 1.2
O 0.373 -1.364 3.296 1.1 0.1 -0.8
N 2.659 -0.349 3.266 0.9 0.8 -0.4
N 3.525 -1.053 2.548 -0.7 -0.2 0.3
C 4.440 -0.365 1.938 2.4 -0.2 -1.5
P 5.604 -1.410 0.895 0.1 -2.3 -0.3
N 5.456 -2.900 1.229 -0.3 0.6 0.0
O 7.084 -0.848 1.145 -1.2 0.8 -0.4
O 5.251 -1.066 -0.654 -0.1 1.1 1.1
C 4.651 1.025 1.967 -1.3 0.1 0.8
C 3.739 1.731 2.723 0.9 -0.8 -0.8
Cl 3.836 3.431 2.808 -0.2 -0.1 0.1
C 2.753 0.960 3.358 -1.7 1.8 1.5
C 1.674 1.669 4.173 -0.6 0.5 -0.1
N 0.409 1.700 3.416 0.3 -0.1 0.2
H 1.009 -0.714 6.813 0.2 0.1 0.0
H 2.457 -1.578 7.355 -0.1 -0.1 -0.1
H 2.644 -0.220 6.264 -0.1 0.0 0.2
H 2.767 -2.594 5.168 0.0 0.2 -0.1
H 1.050 -2.712 5.472 0.0 0.1 -0.3
H 0.420 -2.239 2.874 -0.8 0.0 0.0
H 5.177 -3.353 0.361 0.2 -0.5 0.3
H 7.126 0.046 0.768 0.6 -0.1 0.1
H 4.292 -0.927 -0.696 0.0 -0.1 -0.5
H 5.434 1.529 1.416 0.0 -0.1 0.0
H 1.560 1.237 5.172 0.0 -0.3 -0.2
H 1.950 2.707 4.355 0.5 -0.3 0.1
H -0.368 1.409 3.995 0.0 -0.1 -0.1
H 0.233 2.658 3.139 -0.2 -0.1 -0.2
C 0.430 -0.460 -0.168 -0.1 -0.2 -0.2
O 0.127 -1.626 -0.894 0.0 0.1 0.1
C -0.011 -2.763 -0.055 0.3 0.2 -0.3
C -0.687 -3.896 -0.798 -0.2 -0.2 0.2
O -2.099 -3.776 -0.838 0.2 0.1 0.0
C -2.614 -2.802 -1.740 -0.3 -0.2 0.0
C -2.544 -3.229 -3.190 0.3 0.3 -0.1
O -1.243 -2.999 -3.708 0.1 -0.2 0.1
C -1.034 -3.684 -4.926 0.1 0.1 0.0
H 1.371 -0.583 0.393 0.0 0.0 0.1
H 0.545 0.360 -0.875 0.0 0.0 0.0
H -0.386 -0.217 0.520 0.2 0.1 0.2
H -0.602 -2.504 0.835 -0.1 0.0 0.0
H 0.999 -3.077 0.254 0.0 -0.1 0.1
H -0.495 -4.820 -0.248 0.0 0.0 0.0
H -0.270 -4.019 -1.799 0.1 0.2 0.0
H -2.139 -1.832 -1.584 0.1 0.0 -0.2
H -3.668 -2.694 -1.474 0.0 -0.1 0.0
H -3.257 -2.636 -3.779 -0.1 -0.1 0.0
H -2.801 -4.292 -3.272 -0.1 0.0 0.0
H -1.098 -4.767 -4.777 -0.1 0.0 -0.1
H -0.032 -3.443 -5.276 0.0 0.1 0.0
H -1.758 -3.368 -5.683 0.0 -0.1 0.0
C -3.376 1.089 0.003 0.0 0.2 -0.1
O -2.858 1.887 -1.037 -0.1 0.0 0.0
C -2.458 1.105 -2.153 0.2 0.3 0.2
C -2.260 1.982 -3.371 -0.1 -0.1 -0.2
O -3.470 2.293 -4.044 0.0 0.0 0.1
C -4.304 3.265 -3.425 -0.1 0.0 -0.2
C -3.794 4.681 -3.582 0.0 0.0 0.4
O -2.789 4.959 -2.617 0.2 -0.1 -0.1
C -2.060 6.122 -2.940 0.0 -0.1 0.1
H -2.632 0.360 0.347 -0.1 -0.1 0.0
H -3.638 1.746 0.831 0.0 0.0 0.0
H -4.281 0.566 -0.326 0.0 -0.1 0.1
H -3.216 0.342 -2.368 0.0 0.0 -0.1
H -1.510 0.614 -1.897 0.0 -0.2 -0.2
H -1.668 1.417 -4.094 0.0 0.0 0.0
H -1.701 2.887 -3.125 -0.1 0.0 0.2
H -4.487 3.020 -2.377 0.1 0.1 0.1
H -5.259 3.196 -3.950 0.0 0.0 0.0
H -4.622 5.385 -3.424 0.0 0.0 -0.2
H -3.392 4.816 -4.593 -0.1 0.0 0.0
H -1.525 5.993 -3.888 -0.1 0.1 -0.1
H -1.329 6.290 -2.151 0.0 0.0 0.0
H -2.719 6.995 -3.001 0.0 0.0 -0.1
```
Forces are in eV/Å.


2.
# C19H42Cl4N6O6

A 7-piece molecular cluster, C19H42Cl4N6O6 overall in a non-equilibrium geometry (wB97M-V/def2-TZVPD, the Open Molecules 2025 dataset).

The energy above the lowest of the compared OMol25 structures with the same formula, charge and spin is 0.0000 eV. The SMILES is ClC(Cl)(Cl)Cl.CN(C)C=O.CN(C)C=O.CN(C)C=O.CN(C)C=O.CN(C)C=O.CN(C)C=O.

Geometry as XYZ:
```
77
Properties=species:S:1:pos:R:3:forces:R:3
Cl 8.366 14.295 10.558 0.5 0.6 0.0
C 9.381 15.744 10.910 0.3 -0.9 -2.0
Cl 8.867 16.366 12.395 -0.1 0.8 1.1
Cl 11.107 15.254 10.897 -0.4 0.1 0.3
Cl 9.223 16.950 9.544 -0.2 -0.6 0.8
C 10.459 7.963 17.692 -0.4 0.0 1.2
N 9.617 9.165 17.635 1.2 -1.3 0.5
C 8.955 9.680 18.800 0.2 0.6 -0.1
C 9.524 9.798 16.487 0.5 0.7 -1.9
O 8.814 10.747 16.206 -0.8 0.5 0.3
H 9.810 7.139 18.010 0.3 0.0 0.1
H 11.347 8.045 18.355 -0.6 0.2 -0.2
H 10.784 7.702 16.709 0.2 0.0 -0.6
H 8.138 10.261 18.403 -0.4 0.4 0.3
H 8.573 8.902 19.427 -0.2 -0.7 0.3
H 9.624 10.316 19.397 -0.2 -0.1 -0.1
H 10.215 9.454 15.694 0.0 -0.5 0.3
C 7.110 13.905 19.100 -1.1 1.1 1.1
N 8.523 13.700 19.247 0.2 -0.6 0.0
C 9.251 13.519 17.976 -0.3 0.1 1.0
C 9.115 13.800 20.471 -1.2 0.8 0.4
O 10.301 13.849 20.698 0.5 -0.4 -0.2
H 6.877 14.964 18.808 0.1 -0.9 0.2
H 6.596 13.685 20.053 0.3 0.3 -0.2
H 6.631 13.255 18.389 0.2 -0.3 -0.5
H 9.944 14.346 17.850 0.0 0.1 -0.4
H 9.790 12.588 17.957 0.4 -0.3 0.3
H 8.476 13.401 17.224 0.3 0.5 -0.3
H 8.364 13.948 21.338 0.6 -0.4 -1.2
C 5.697 7.272 13.916 0.3 -0.8 -1.7
N 6.581 7.306 15.031 0.3 0.3 2.2
C 6.270 8.043 16.284 -1.4 -1.2 -1.0
C 7.738 6.623 15.009 0.9 -1.6 -1.4
O 8.573 6.461 15.881 -0.5 0.7 0.3
H 5.304 8.268 13.702 0.1 -0.2 -0.2
H 4.875 6.547 13.931 -0.1 0.2 0.8
H 6.302 6.850 13.066 -0.5 0.9 0.4
H 5.469 7.589 16.887 0.0 -0.3 -0.5
H 7.125 8.007 16.904 1.0 0.5 0.4
H 5.898 9.013 16.019 0.3 0.7 0.1
H 7.916 6.081 14.029 -0.4 0.6 0.5
C 8.835 10.420 7.784 -0.8 0.3 0.3
N 7.984 11.444 8.381 -0.1 1.2 -0.3
C 7.945 12.779 7.612 -1.5 -2.1 1.8
C 7.246 11.293 9.536 1.0 -1.9 -1.8
O 6.581 12.159 10.039 -0.6 0.9 0.8
H 8.807 9.566 8.440 -0.3 -0.7 -0.2
H 9.867 10.702 7.835 0.7 0.5 -0.2
H 8.543 10.241 6.727 0.1 -0.2 0.7
H 7.229 13.346 8.249 0.7 0.2 -0.8
H 8.963 13.200 7.619 -0.6 0.0 -0.5
H 7.433 12.515 6.650 1.0 0.7 0.5
H 7.225 10.217 9.932 0.4 1.1 -0.5
C 5.555 13.397 13.256 0.4 -0.4 -0.1
N 5.672 12.324 14.216 -0.3 -0.6 0.8
C 5.356 10.959 13.778 -0.7 0.6 -0.5
C 6.101 12.602 15.493 0.9 0.4 -1.7
O 6.427 13.725 15.860 -0.5 -0.8 0.2
H 6.064 13.137 12.328 0.3 0.1 0.1
H 5.947 14.270 13.744 0.3 0.5 -0.1
H 4.542 13.589 12.982 -1.0 0.1 0.0
H 6.155 10.542 13.155 0.0 0.0 0.2
H 5.168 10.305 14.635 0.1 0.3 -0.1
H 4.431 10.962 13.131 0.8 0.1 0.8
H 6.314 11.679 16.042 -0.3 0.0 0.5
C 10.453 12.506 13.440 -1.7 0.8 -1.6
N 10.106 11.559 12.370 0.6 -0.1 0.8
C 8.920 10.713 12.456 -1.4 1.7 -1.5
C 11.054 11.226 11.447 -0.6 0.5 0.8
O 10.926 10.354 10.635 -0.2 -1.3 -1.4
H 11.205 13.212 13.040 -0.1 -0.5 0.5
H 10.737 11.951 14.306 0.4 0.1 0.8
H 9.521 13.110 13.623 0.9 -0.5 0.2
H 8.627 10.168 13.335 0.8 0.1 1.0
H 7.987 11.285 12.137 1.1 -0.3 0.5
H 9.078 10.024 11.667 -0.1 -1.0 -0.7
H 11.972 11.809 11.442 0.2 0.6 0.5
```
Forces are in eV/Å.


3.
# C19H42Hg2NO7S3

C19H42Hg2NO7S3 as an isolated structure in a non-equilibrium geometry (wB97M-V/def2-TZVPD, the Open Molecules 2025 dataset).

The total charge is +3.

Geometry as XYZ:
```
74
Properties=species:S:1:pos:R:3:forces:R:3
Hg -1.511 0.224 -4.417 0.2 -0.3 1.4
Hg -2.071 -3.429 -3.279 1.5 1.0 0.7
C -0.715 -1.028 -1.240 0.0 -0.8 0.3
O -1.326 -1.342 -2.487 -1.0 -0.3 -1.4
H -0.557 0.051 -1.258 0.4 -0.1 0.3
H -1.283 -1.321 -0.357 -1.2 0.4 -0.2
H 0.146 -1.653 -1.003 0.9 0.5 -0.9
C -2.314 2.214 5.288 -0.5 1.0 2.9
C -1.749 1.409 4.181 0.4 0.9 0.2
N -2.084 0.059 4.384 0.8 -0.2 -3.2
C -3.475 -0.251 4.026 0.1 -1.1 1.0
C -4.025 -1.204 5.028 -0.2 -1.3 1.9
C -0.925 -0.784 4.000 -0.6 -2.1 -0.4
C -0.409 -0.596 2.539 -0.2 0.3 -1.0
H -2.345 3.303 5.240 0.4 -0.1 -0.7
H -1.765 1.957 6.193 0.5 0.3 0.0
H -3.303 1.939 5.657 -0.4 -0.2 -0.8
H -2.221 1.749 3.260 -0.1 0.0 -0.6
H -0.666 1.483 4.076 -0.1 0.4 0.2
H -4.223 0.541 4.063 1.0 0.9 -0.3
H -3.562 -0.737 3.055 0.6 0.0 -0.5
H -4.981 -1.615 4.705 0.1 0.0 0.1
H -3.354 -1.992 5.370 0.1 -0.5 -0.9
H -4.120 -0.721 6.000 -0.6 0.5 -0.1
H -1.196 -1.839 4.015 -0.4 0.1 0.4
H -0.053 -0.722 4.652 -0.3 0.7 0.5
H -1.250 -0.623 1.846 -0.3 0.8 0.1
H 0.152 -1.416 2.090 0.2 -0.7 1.1
H 0.281 0.231 2.368 -0.5 0.5 0.2
C 3.859 -4.831 -2.154 -0.6 1.4 -0.4
C 3.234 -5.783 -3.180 -0.9 0.2 0.6
C 2.428 -4.958 -4.163 0.1 0.9 -0.3
S 1.638 -3.536 -3.196 3.9 1.4 -3.8
O 0.268 -3.918 -2.854 -1.5 -0.4 0.9
O 1.806 -2.258 -3.961 -0.9 -2.6 2.0
C 2.852 -3.704 -1.776 -1.4 -0.5 -0.1
H 4.699 -4.388 -2.688 0.3 0.2 0.6
H 4.138 -5.291 -1.206 0.3 -0.2 -0.3
H 2.559 -6.467 -2.667 0.4 -0.6 -0.2
H 4.062 -6.211 -3.746 -0.4 -0.7 0.3
H 1.734 -5.462 -4.836 -0.5 -0.2 0.6
H 3.147 -4.557 -4.878 -0.1 0.9 0.2
H 2.158 -4.033 -1.002 0.2 -0.2 0.3
H 3.226 -2.727 -1.468 0.2 0.0 -0.5
C 4.234 2.810 -1.074 0.1 -1.1 -1.1
C 2.695 2.807 -0.851 0.4 -0.8 1.0
C 2.106 1.447 -1.352 0.5 0.0 -1.6
S 3.491 0.586 -2.302 0.5 1.6 -2.0
O 3.079 0.128 -3.648 0.1 0.6 2.5
O 4.256 -0.271 -1.417 -0.8 0.0 -0.3
C 4.437 2.155 -2.483 0.1 0.8 1.2
H 4.723 2.138 -0.370 -0.2 0.0 0.3
H 4.737 3.769 -0.952 -0.4 0.1 -0.3
H 2.128 3.576 -1.377 0.5 0.2 0.0
H 2.586 2.965 0.222 -0.5 -0.1 0.0
H 1.433 1.697 -2.173 -0.1 -0.1 -0.2
H 1.544 0.714 -0.773 0.6 0.2 0.7
H 4.070 2.891 -3.199 -0.6 -0.7 -0.4
H 5.474 1.977 -2.768 -0.1 -0.5 0.3
C -1.968 3.826 0.217 -0.8 -0.7 0.5
C -3.052 2.690 0.423 0.5 0.3 1.9
C -3.741 2.270 -0.859 0.6 -0.7 0.3
S -2.571 2.951 -2.048 -5.0 5.7 2.4
O -3.229 4.200 -2.428 1.2 -1.6 -0.2
O -2.102 2.061 -3.003 1.9 -4.4 -4.7
C -1.258 3.346 -1.040 0.6 -0.2 1.1
H -1.305 3.763 1.079 0.0 0.5 -0.1
H -2.432 4.806 0.107 0.2 0.0 0.0
H -3.735 2.844 1.258 -0.5 1.0 -0.4
H -2.535 1.859 0.903 0.6 -0.5 -0.7
H -4.745 2.680 -0.969 0.4 0.4 -0.4
H -3.825 1.185 -0.906 0.2 0.0 -0.3
H -0.606 3.978 -1.642 0.0 0.2 0.4
H -0.794 2.391 -0.794 0.5 0.0 -0.1
```
Forces are in eV/Å.


4.
# C19H42InO10P2

C19H42InO10P2 as an isolated structure in a non-equilibrium geometry (wB97M-V/def2-TZVPD, the Open Molecules 2025 dataset).

The total charge is -1.

Geometry as XYZ:
```
74
Properties=species:S:1:pos:R:3:forces:R:3
C 2.709 -0.490 -0.296 0.1 0.4 -0.9
C 2.726 -1.326 -1.196 0.2 -0.7 -1.0
C 2.753 -2.297 -2.429 -0.4 0.4 2.1
In 2.478 -1.036 -4.287 -0.2 0.8 -0.2
C 0.349 -1.041 -5.085 0.2 -0.2 0.2
C 4.017 -1.456 -5.924 0.4 -0.6 1.3
O 3.421 -1.355 -7.267 0.6 1.9 -0.1
C 3.445 -0.062 -7.750 0.6 0.7 -1.3
C 2.909 1.194 -6.969 -0.3 -0.7 1.2
O 3.897 0.142 -8.872 -0.7 -0.6 1.2
H 2.712 0.521 0.172 0.0 -1.7 -0.5
H 3.701 -2.910 -2.450 -1.0 0.7 0.2
H 1.858 -2.995 -2.360 1.1 0.8 0.0
H 2.790 0.689 -3.791 0.0 -0.3 0.0
H 0.345 -0.766 -6.176 -0.1 -0.4 1.0
H -0.195 -0.244 -4.499 0.4 -1.0 -0.6
H -0.077 -2.077 -4.904 0.1 1.4 -0.4
H 4.395 -2.520 -5.807 -0.4 1.2 -0.5
H 4.922 -0.773 -5.812 -1.0 -0.8 -0.4
H 3.496 1.405 -6.020 -0.6 -0.4 -1.1
H 2.938 2.113 -7.610 0.0 -1.2 0.3
H 1.852 0.985 -6.607 1.2 0.3 -0.5
O -4.576 1.277 -1.486 -3.9 -1.5 0.0
P -4.404 -0.212 -1.720 8.9 0.6 -0.2
O -3.375 -0.543 -0.465 -1.2 -0.3 0.4
C -3.666 -0.141 0.861 0.2 0.3 0.3
C -4.438 -1.204 1.613 -0.3 -0.1 0.1
O -3.283 -0.109 -2.913 -1.2 -0.6 -0.3
C -3.198 1.053 -3.736 0.2 0.5 0.0
C -2.171 2.038 -3.195 0.2 -0.1 0.0
O -4.430 -1.868 -2.072 -3.0 1.5 -0.3
C -5.279 -2.768 -1.384 -0.1 -0.5 0.2
C -6.718 -2.302 -1.294 -0.1 -0.1 -0.2
H -4.208 0.809 0.878 0.0 0.0 -0.1
H -2.707 0.024 1.357 0.0 0.0 -0.1
H -5.439 -1.333 1.189 0.0 0.0 0.0
H -4.564 -0.923 2.663 0.1 0.0 -0.1
H -3.930 -2.168 1.572 0.1 0.1 0.0
H -4.177 1.525 -3.844 0.0 0.0 0.1
H -2.895 0.722 -4.733 0.0 -0.2 0.1
H -2.265 2.188 -2.118 -0.3 0.0 -0.1
H -2.269 3.006 -3.692 0.0 0.0 0.0
H -1.159 1.665 -3.364 0.0 0.0 -0.1
H -4.861 -2.985 -0.399 0.0 0.2 0.1
H -5.250 -3.711 -1.936 0.1 0.1 -0.1
H -6.795 -1.296 -0.868 0.0 0.0 0.1
H -7.298 -2.987 -0.672 0.0 0.1 0.0
H -7.172 -2.271 -2.287 0.0 0.0 0.0
O 2.179 -0.595 4.555 3.8 1.5 -0.5
P 2.041 0.900 4.751 -8.5 -0.6 1.6
O 1.377 0.878 6.274 1.2 0.2 0.3
C 1.989 0.144 7.327 -0.2 -0.3 0.2
C 2.982 0.987 8.096 0.3 0.1 0.0
O 0.663 1.105 3.875 1.1 0.7 -0.3
C 0.333 0.184 2.833 -0.1 -0.4 -0.1
C -0.599 -0.898 3.346 -0.3 -0.1 0.1
O 2.071 2.590 4.836 2.7 -1.4 -1.4
C 3.111 3.290 5.496 0.2 0.4 0.3
C 4.500 2.830 5.102 0.0 0.1 -0.2
H 2.469 -0.763 6.948 -0.1 0.1 -0.1
H 1.188 -0.171 8.000 -0.1 0.0 -0.1
H 3.841 1.249 7.470 0.0 0.0 0.0
H 3.368 0.441 8.962 -0.1 0.0 -0.1
H 2.528 1.915 8.447 -0.1 -0.1 0.0
H 1.237 -0.239 2.393 -0.1 -0.1 0.1
H -0.169 0.745 2.041 0.1 0.2 0.1
H -0.278 -1.308 4.305 0.2 0.0 -0.1
H -0.670 -1.715 2.625 0.0 0.1 0.0
H -1.601 -0.490 3.505 0.0 0.0 0.0
H 2.957 3.239 6.576 0.0 -0.2 0.0
H 3.001 4.343 5.227 -0.2 -0.1 -0.1
H 4.622 1.749 5.225 0.0 0.0 0.1
H 5.251 3.336 5.713 0.0 -0.1 0.0
H 4.696 3.063 4.054 0.0 0.0 0.0
```
Forces are in eV/Å.


The following LUMO values (in eV) correspond, in order, to the records above: -5.073; 0.294; -14.197; 0.643.
The following gap between HOMO and LUMO values (in eV) correspond, in order, to the records above: 5.79; 9.11; 1.71; 5.25.